(1)
{"formula": "C20H40N5O3S", "method": "ωB97M-V with the def2-TZVPD basis set", "symbols": ["C", "C", "C", "C", "C", "C", "C", "C", "C", "C", "N", "C", "C", "S", "C", "N", "N", "C", "O", "H", "H", "H", "H", "H", "H", "H", "H", "H", "H", "H", "H", "H", "H", "H", "H", "H", "H", "H", "H", "H", "H", "H", "H", "H", "H", "C", "O", "N", "C", "C", "H", "H", "H", "H", "H", "H", "H", "C", "O", "N", "C", "C", "H", "H", "H", "H", "H", "H", "H"], "xyz": [[-2.19688, 1.76224, 3.80502], [-3.16381, 0.83492, 3.06342], [-3.37791, -0.49698, 3.79602], [-3.91954, -1.62700, 2.90258], [-2.92711, -2.78152, 2.72010], [-1.54339, -2.31664, 2.21882], [-0.98230, -3.09615, 1.00588], [-0.47256, -2.20619, -0.15072], [0.90884, -2.58948, -0.70390], [2.02272, -1.56311, -0.32607], [1.88247, -0.89973, 0.93895], [2.80110, -1.34766, 1.93398], [2.08835, -1.33765, 3.30015], [2.56135, -2.65747, 4.49620], [1.79297, -4.03686, 3.76463], [2.15859, -4.76920, 2.76973], [1.20170, -5.77014, 2.62949], [0.34202, -5.55975, 3.55385], [0.62529, -4.49917, 4.32052], [-2.39689, 2.81578, 3.59511], [-1.16467, 1.56352, 3.50662], [-2.27301, 1.61263, 4.88617], [-2.78515, 0.62486, 2.05845], [-4.13099, 1.33005, 2.91905], [-4.05199, -0.31533, 4.64076], [-2.41555, -0.79367, 4.22834], [-4.86747, -2.01898, 3.28443], [-4.13872, -1.21730, 1.90833], [-2.82770, -3.29755, 3.68379], [-3.36150, -3.50820, 2.02540], [-1.58176, -1.25874, 1.94842], [-0.83511, -2.42248, 3.04252], [-0.13711, -3.69673, 1.34644], [-1.73364, -3.79763, 0.62809], [-0.45964, -1.16155, 0.16340], [-1.19936, -2.28369, -0.96935], [1.20725, -3.58409, -0.35329], [0.85551, -2.62040, -1.80007], [2.99730, -2.07763, -0.44492], [2.01406, -0.79462, -1.12621], [3.19782, -2.36175, 1.74932], [3.68412, -0.67099, 2.06315], [1.01682, -1.41146, 3.12034], [2.29380, -0.43202, 3.87830], [-0.54575, -6.13302, 3.76766], [0.44314, 1.51819, -1.44568], [-0.27509, 1.12508, -2.34958], [1.13870, 2.67751, -1.50104], [2.00292, 3.08107, -0.41366], [1.01593, 3.49448, -2.68718], [0.62881, 0.95588, -0.51305], [1.68319, 4.03942, 0.00614], [3.03748, 3.17796, -0.75379], [1.96883, 2.31874, 0.36507], [-0.01843, 3.81044, -2.83607], [1.31571, 2.91790, -3.56585], [1.65358, 4.37192, -2.59433], [-0.41078, 3.83126, -5.91316], [-1.33083, 4.60949, -5.75498], [0.65836, 4.07392, -6.70372], [1.73016, 3.11365, -6.85257], [0.72144, 5.33728, -7.41236], [-0.36482, 2.84940, -5.41464], [2.68108, 3.53572, -6.51900], [1.83412, 2.80353, -7.89509], [1.51296, 2.23394, -6.24937], [0.70731, 6.17276, -6.71120], [-0.13553, 5.44821, -8.07807], [1.63920, 5.37075, -7.99573]], "forces_ev_per_angstrom": [[-0.0320, 0.0235, -0.0847], [-0.0602, -0.0568, -0.0417], [0.0446, 0.1427, 0.0271], [0.0591, -0.0098, -0.2071], [-0.1163, 0.0971, 0.1376], [-0.1418, -0.3865, -0.1818], [0.3602, 0.2806, 0.1743], [-0.3616, -0.3061, -0.3508], [0.1563, 0.3163, 0.0364], [-0.0264, 0.5010, 0.0489], [0.0102, -0.0597, 0.0534], [-0.2728, 0.2256, -0.1254], [-0.0207, -0.1194, 0.0561], [0.1217, 0.0653, -0.0380], [-0.0513, 0.0205, -0.0040], [0.1463, -0.0514, 0.0070], [0.0834, -0.0366, -0.1125], [-0.1578, -0.1540, -0.0110], [-0.0655, 0.1409, 0.0957], [0.0122, -0.0495, -0.0042], [-0.0408, -0.0773, 0.1089], [-0.0011, 0.0732, -0.0422], [0.0317, 0.0873, 0.0627], [0.0276, -0.0566, 0.0269], [0.0785, -0.0525, 0.0036], [-0.0808, -0.0756, -0.0182], [0.0354, 0.0462, 0.0397], [-0.0304, 0.0075, 0.0753], [0.0297, -0.0277, -0.0812], [0.0493, 0.0239, 0.0159], [0.0314, -0.0334, 0.1143], [-0.0063, 0.2680, -0.0324], [-0.0559, -0.1155, -0.0083], [0.0199, 0.0011, 0.0451], [0.1435, -0.0765, 0.0662], [0.0060, 0.1185, 0.0580], [-0.1398, -0.0040, 0.0065], [0.0809, -0.1950, 0.0506], [-0.0424, -0.0082, 0.0107], [-0.0065, -0.1645, -0.1402], [0.0327, 0.0276, 0.0456], [0.1652, -0.2319, 0.0085], [0.0238, 0.0455, 0.0485], [-0.0887, 0.0058, -0.0701], [0.0316, 0.0677, 0.0070], [0.1436, -0.3373, 0.1169], [-0.0584, 0.1513, -0.0589], [-0.0154, 0.0894, 0.0950], [-0.0086, 0.0043, -0.0364], [-0.0175, -0.0853, 0.0133], [-0.0766, -0.0781, -0.0271], [0.0092, -0.0005, 0.0158], [0.0131, -0.0009, 0.0208], [0.0267, -0.0463, -0.0174], [0.0109, 0.0343, -0.0378], [0.0196, 0.0628, -0.0414], [0.0094, -0.0035, 0.0235], [-0.0620, -0.0839, 0.1002], [0.0352, 0.0608, -0.0635], [0.0551, -0.0356, -0.0263], [-0.0246, 0.0771, -0.0135], [-0.0294, -0.0245, 0.0423], [-0.0503, 0.0081, 0.0170], [0.0116, -0.0258, 0.0102], [0.0106, -0.0242, 0.0048], [0.0034, -0.0036, 0.0052], [0.0038, 0.0121, -0.0099], [0.0043, 0.0135, -0.0083], [0.0040, -0.0015, -0.0013]], "gap_ev": 4.366, "charge": -1, "homo_energy_ev": -2.1, "multiplicity": 1}

=====

(2)
{"formula": "C20H40N5O4S", "method": "ωB97M-V with the def2-TZVPD basis set", "symbols": ["C", "C", "S", "C", "C", "C", "C", "C", "C", "N", "H", "H", "H", "H", "H", "H", "H", "H", "H", "H", "H", "H", "C", "O", "N", "C", "C", "H", "H", "H", "H", "H", "H", "H", "C", "O", "N", "C", "C", "H", "H", "H", "H", "H", "H", "H", "C", "O", "N", "C", "C", "H", "H", "H", "H", "H", "H", "H", "C", "O", "N", "C", "C", "H", "H", "H", "H", "H", "H", "H"], "xyz": [[7.24456, 0.23460, 1.05851], [6.05270, 0.76208, 0.16438], [4.85023, 1.85477, 1.03653], [3.90195, 0.71244, 2.11914], [2.45631, 0.39436, 1.62083], [2.23974, 0.02828, 0.20621], [0.84622, -0.30752, -0.19531], [-0.25907, -0.25977, 0.80988], [0.09643, 0.13123, 2.17655], [1.40792, 0.44028, 2.53050], [7.57086, -0.80517, 0.74793], [8.15640, 0.88356, 0.89548], [7.03705, 0.21420, 2.16022], [6.50760, 1.38033, -0.66399], [5.47385, -0.08375, -0.29646], [3.84568, 1.07545, 3.17999], [4.46104, -0.27211, 2.14199], [3.07713, 0.00151, -0.53069], [0.66998, -0.61914, -1.26111], [-1.31393, -0.51882, 0.53704], [-0.70100, 0.15567, 2.96089], [1.59180, 0.71068, 3.50312], [4.03250, -2.47402, -2.65348], [4.34465, -1.74138, -1.72667], [3.61704, -2.05788, -3.86968], [3.26328, -2.99190, -4.92290], [3.52167, -0.63306, -4.13193], [4.06927, -3.57071, -2.56124], [3.91125, -2.82124, -5.78494], [2.22267, -2.82889, -5.21145], [3.38269, -4.02106, -4.58544], [4.50301, -0.17487, -3.99413], [2.82343, -0.18151, -3.42310], [3.17526, -0.45627, -5.14887], [-4.93600, -0.13466, 1.29471], [-4.77644, 0.00133, 0.09160], [-4.36775, 0.64182, 2.24846], [-4.60262, 0.41638, 3.66103], [-3.49858, 1.73016, 1.84259], [-5.57417, -0.92807, 1.70801], [-5.05358, 1.31093, 4.09663], [-3.64935, 0.21159, 4.15552], [-5.27136, -0.43055, 3.81239], [-4.06063, 2.41875, 1.20899], [-2.66408, 1.32527, 1.26469], [-3.11775, 2.26187, 2.71355], [-1.61536, 5.15898, 0.95762], [-1.47372, 4.38866, 1.89052], [-1.07248, 5.00208, -0.27354], [-1.28639, 5.96482, -1.33736], [-0.25229, 3.83545, -0.53555], [-2.21914, 6.07581, 1.05002], [-1.77016, 5.46594, -2.18009], [-0.32203, 6.36644, -1.65647], [-1.91887, 6.78437, -0.99761], [-0.84555, 2.93288, -0.36767], [0.59589, 3.82882, 0.15339], [0.11057, 3.84909, -1.56252], [-5.20221, -4.09025, 1.33205], [-5.04211, -3.15762, 2.10141], [-4.60972, -4.21859, 0.12178], [-4.85443, -5.36245, -0.73476], [-3.70231, -3.18132, -0.33357], [-5.86913, -4.93255, 1.57636], [-3.90977, -5.87836, -0.92222], [-5.27515, -5.01721, -1.68179], [-5.55241, -6.05597, -0.26645], [-2.87767, -3.08711, 0.37876], [-4.23480, -2.22927, -0.37908], [-3.30860, -3.42778, -1.31917]], "forces_ev_per_angstrom": [[0.6548, -0.1138, -0.2812], [0.5006, -0.8264, 0.0235], [-0.0241, -0.0866, 0.0705], [-0.4885, -1.1573, 0.2313], [0.2170, -0.2374, -1.7188], [-3.1990, -0.0284, 1.9158], [1.0302, 0.5752, 2.1996], [2.9623, 0.6569, 0.7155], [-0.4200, -0.7136, -2.2848], [-0.5688, -0.6397, -2.1536], [-0.5783, 1.1318, 0.2868], [-1.0810, -0.5822, 0.3399], [-0.0067, 0.0523, -1.0303], [-0.8765, -0.5162, 0.8539], [0.6459, 0.7936, 0.3305], [0.2002, -0.1138, -1.0040], [-0.5973, 1.0029, 0.0244], [-0.7558, -0.0341, 0.8958], [0.0118, 0.3984, 1.3382], [1.1898, 0.3468, 0.4157], [1.1066, 0.1544, -0.6963], [0.0160, -0.1353, -0.5909], [-0.0866, -0.0689, -0.4218], [-0.1762, 0.2789, 0.0256], [0.1143, -0.3008, 0.4933], [-0.0026, 0.2286, -0.0516], [0.1484, -0.0223, 0.2451], [0.0078, 0.0208, -0.0329], [-0.1043, -0.1305, -0.0505], [0.0492, -0.1252, -0.1114], [0.0213, 0.1004, 0.0440], [-0.1092, 0.1166, -0.0326], [0.0419, 0.1319, -0.0991], [0.0176, -0.1001, 0.0776], [-0.2713, -0.0344, 0.3226], [0.3497, 0.1805, 0.0714], [-0.1253, -0.3161, -0.2495], [0.0542, 0.1863, -0.1594], [-0.1933, -0.1471, -0.0937], [0.0621, 0.0650, 0.0306], [0.0374, -0.0945, 0.1584], [-0.1099, -0.0161, 0.1761], [0.0784, 0.0184, -0.1049], [0.2230, 0.0799, -0.0125], [0.0343, 0.2323, -0.0606], [-0.0534, -0.0292, -0.0673], [0.0426, 0.0611, -0.2123], [0.1328, -0.2073, -0.1390], [-0.2459, 0.1826, 0.3483], [0.1536, -0.2313, -0.0346], [-0.0964, -0.0135, 0.2976], [0.0219, 0.0034, -0.0570], [0.0067, 0.1717, -0.0637], [-0.1120, 0.0972, -0.1078], [0.0413, -0.0948, 0.0471], [0.1166, -0.0578, -0.0421], [0.0294, -0.1220, -0.0831], [-0.0718, 0.0832, 0.0656], [0.0361, -0.1020, -0.2343], [0.1812, -0.0026, -0.1571], [-0.2523, -0.1539, 0.4388], [0.1528, 0.2180, -0.0355], [-0.1652, 0.1856, 0.2188], [0.0127, -0.0144, -0.0505], [-0.1099, -0.1108, -0.0969], [0.0029, -0.1768, -0.0295], [0.0440, 0.0938, 0.0242], [0.0425, 0.0608, -0.0769], [0.1708, 0.0366, -0.0747], [-0.0811, -0.0893, 0.0763]], "gap_ev": 6.990, "charge": 1, "homo_energy_ev": -11.0, "multiplicity": 1}

=====

(3)
{"formula": "C20H40N6O7P", "method": "ωB97M-V with the def2-TZVPD basis set", "symbols": ["C", "C", "C", "N", "C", "C", "C", "N", "P", "O", "O", "O", "C", "C", "H", "H", "H", "H", "H", "H", "H", "H", "H", "H", "H", "H", "C", "C", "O", "N", "C", "H", "H", "H", "H", "H", "H", "H", "C", "C", "O", "N", "C", "H", "H", "H", "H", "H", "H", "H", "C", "C", "O", "N", "C", "H", "H", "H", "H", "H", "H", "H", "C", "C", "O", "N", "C", "H", "H", "H", "H", "H", "H", "H"], "xyz": [[-4.07380, 6.21313, 1.59035], [-4.92459, 5.03708, 2.02619], [-5.76355, 5.25541, 3.30174], [-4.98092, 3.89329, 1.41424], [-3.93937, 3.04206, 1.56497], [-3.31055, 2.91872, 2.86906], [-2.24037, 2.08045, 2.99592], [-1.76418, 1.37160, 1.92893], [-0.35852, 0.36465, 2.19191], [0.23654, 0.13436, 0.87249], [0.65591, 1.24808, 3.09229], [-0.73808, -0.99630, 2.88963], [-2.33687, 1.41660, 0.68852], [-3.41325, 2.23631, 0.50009], [-3.22924, 6.36068, 2.29330], [-4.70316, 7.11647, 1.71557], [-3.72615, 6.15763, 0.55121], [-5.05167, 5.60316, 4.07393], [-6.19843, 4.29155, 3.59329], [-6.50744, 6.03761, 3.08025], [-3.63832, 3.44974, 3.76379], [-1.74775, 1.98938, 3.96748], [0.51630, 2.16392, 2.79218], [-0.16391, -1.68570, 2.47588], [-1.89662, 0.81028, -0.10611], [-3.86984, 2.26037, -0.50463], [3.96400, 1.29557, -2.22436], [3.21733, 2.56001, -2.57292], [3.76547, 3.51178, -3.10101], [1.88889, 2.61189, -2.27628], [1.06626, 1.59135, -1.65281], [5.00395, 1.40572, -2.51930], [3.92514, 1.11670, -1.14853], [3.53935, 0.44501, -2.75982], [1.45571, 3.48388, -2.53683], [0.25419, 1.33297, -2.33734], [0.63923, 2.00108, -0.73765], [1.63148, 0.69823, -1.41359], [-6.36174, 2.24750, -2.02929], [-5.42467, 1.51885, -2.96371], [-4.22548, 1.38649, -2.72970], [-5.95064, 1.00121, -4.09575], [-7.32861, 1.04828, -4.55298], [-5.80628, 2.60784, -1.16858], [-6.80730, 3.10509, -2.53448], [-7.14389, 1.57393, -1.67729], [-5.27151, 0.52902, -4.67332], [-7.69412, 0.02752, -4.67219], [-7.36018, 1.54747, -5.52230], [-7.96867, 1.57870, -3.85593], [2.00986, -4.98848, 3.07742], [1.37666, -4.24304, 1.93127], [0.19057, -3.90680, 1.94805], [2.15177, -3.94775, 0.86742], [3.56007, -4.25838, 0.66543], [1.26408, -5.15097, 3.85127], [2.37740, -5.95824, 2.74092], [2.82890, -4.40599, 3.50082], [1.66131, -3.44973, 0.13988], [4.10591, -3.32574, 0.51917], [3.65579, -4.86703, -0.23341], [3.98442, -4.79311, 1.50566], [8.43077, -4.46613, 0.17234], [7.21689, -5.33802, -0.02907], [6.29316, -5.36014, 0.77345], [7.17309, -6.11239, -1.14274], [8.16108, -6.22312, -2.20075], [8.31943, -3.91133, 1.10000], [9.33017, -5.07932, 0.24105], [8.52626, -3.75412, -0.64867], [6.33482, -6.66833, -1.21154], [7.69547, -5.94579, -3.14794], [8.49397, -7.26026, -2.26445], [9.01805, -5.58241, -2.02204]], "forces_ev_per_angstrom": [[-0.3228, 0.0373, 0.2355], [-1.1222, 0.3812, 0.9201], [0.4635, -0.1123, -1.3927], [2.1112, 0.0744, 1.1170], [-0.0794, 0.0271, -0.4796], [0.4759, -0.3011, -0.7156], [-0.8624, 0.6268, -0.1189], [0.8812, -0.7854, 1.6011], [2.2897, -0.8991, -2.1198], [-0.4378, 0.0493, -0.0421], [-2.1243, -0.2662, 0.1296], [0.1192, 1.2942, 0.4394], [-0.7292, 0.5254, 0.1446], [-0.5579, -0.2527, -0.3940], [-0.3112, -0.2191, -0.3412], [0.3267, -0.3612, -0.1278], [-0.0344, -0.1939, 0.4259], [-0.4170, 0.0743, -0.2906], [-0.1320, 0.5030, -0.0410], [0.1080, -0.2938, 0.4994], [-0.1079, -0.0729, -0.4763], [0.0324, -0.2583, -0.4845], [0.6156, -0.0489, 0.2414], [-0.4615, -0.3965, 0.1326], [-0.0193, 0.2119, 0.4157], [0.3530, 0.0233, 0.5748], [0.0469, -0.0177, -0.0012], [0.0500, 0.2764, -0.1458], [0.0408, -0.0521, 0.0357], [0.2456, -0.2404, 0.0510], [-0.1791, 0.6432, -0.3390], [-0.0651, 0.1145, -0.0346], [-0.0651, -0.1430, -0.0393], [-0.0173, -0.0628, 0.1410], [0.0058, -0.0342, -0.0330], [-0.0454, -0.2065, 0.1392], [-0.0284, -0.2660, 0.0797], [0.0273, 0.0714, 0.0406], [0.0749, -0.0299, -0.0125], [0.2872, -0.1918, -0.2351], [-0.1466, 0.2117, 0.3918], [-0.0684, 0.1906, 0.3141], [0.3538, -0.2418, -0.2966], [0.0021, -0.0050, -0.0466], [-0.1281, -0.0604, 0.0442], [-0.0927, 0.1078, -0.0484], [-0.0421, 0.0008, -0.0172], [-0.1898, 0.0849, 0.0008], [-0.2033, 0.0221, 0.0355], [0.0719, -0.0030, 0.0235], [-0.1456, -0.0274, 0.0728], [-0.0435, 0.0750, -0.2023], [-0.0065, 0.4818, 0.2261], [-0.0807, -0.0781, 0.3311], [-0.3685, 0.2537, -0.3223], [-0.0525, 0.0513, -0.0969], [0.1547, 0.0596, 0.0547], [0.1034, -0.1365, -0.0515], [0.0270, -0.0243, -0.0113], [0.1883, -0.1254, 0.0502], [0.2161, -0.0629, 0.0939], [-0.0208, 0.0078, -0.0383], [-0.0204, 0.0345, 0.0619], [-0.1889, -0.1051, 0.0870], [0.0608, 0.0623, -0.0104], [0.1645, 0.2658, 0.1673], [-0.4507, -0.2931, -0.0138], [-0.0952, -0.0768, -0.0144], [0.0516, 0.0905, -0.1153], [0.1469, -0.0636, -0.0196], [0.0463, -0.0287, -0.0194], [0.2048, 0.0204, -0.0796], [0.1712, 0.0762, -0.1139], [-0.0544, 0.0075, 0.0633]], "gap_ev": 7.047, "charge": 1, "homo_energy_ev": -10.9, "multiplicity": 1}